Density functional theory data (ωB97M-V/def2-TZVPD) for 12 unconnected molecules or ions with the total composition C37H105N7O16 in a non-equilibrium geometry.

The geometry in ORCA input format:
```
! wB97M-V def2-TZVPD RIJCOSX def2/J DEFGRID3
* xyz 0 1
C -14.53 -10.25 -9.62
O -13.92 -9.02 -9.93
C -14.05 -8.57 -11.26
C -15.49 -8.25 -11.68
C -15.69 -8.10 -13.17
N -15.99 -7.15 -10.86
H -14.05 -11.13 -10.05
H -15.60 -10.28 -9.89
H -14.55 -10.36 -8.54
H -13.35 -7.73 -11.34
H -13.63 -9.30 -11.97
H -16.13 -9.09 -11.39
H -16.12 -8.99 -13.64
H -14.73 -7.87 -13.64
H -16.44 -7.38 -13.48
H -16.14 -6.28 -11.34
H -15.49 -7.03 -9.99
C -8.20 -13.11 -12.15
O -7.13 -13.87 -11.65
C -6.60 -14.90 -12.44
C -5.20 -15.18 -11.85
C -4.30 -16.06 -12.73
N -5.38 -15.91 -10.59
H -8.40 -12.39 -11.35
H -9.14 -13.68 -12.21
H -8.05 -12.63 -13.11
H -7.15 -15.84 -12.52
H -6.51 -14.60 -13.50
H -4.72 -14.23 -11.67
H -4.00 -15.43 -13.57
H -4.85 -16.95 -13.06
H -3.42 -16.43 -12.22
H -5.95 -15.30 -10.02
H -5.72 -16.86 -10.65
C -6.90 -10.13 -8.38
O -5.82 -10.94 -7.97
C -6.04 -11.56 -6.71
C -6.84 -12.87 -6.90
C -7.12 -13.65 -5.63
N -6.36 -13.73 -7.98
H -7.01 -10.19 -9.47
H -6.73 -9.07 -8.17
H -7.85 -10.43 -7.94
H -5.04 -11.78 -6.35
H -6.56 -10.93 -5.98
H -7.86 -12.56 -7.19
H -7.64 -13.07 -4.87
H -6.11 -13.92 -5.29
H -7.68 -14.57 -5.76
H -5.38 -13.91 -7.80
H -6.38 -13.16 -8.82
C -10.57 -10.40 -9.37
O -11.62 -11.18 -8.86
C -11.39 -11.60 -7.52
C -12.71 -12.00 -6.84
C -12.47 -12.38 -5.39
N -13.27 -13.14 -7.59
H -10.70 -9.39 -8.95
H -10.61 -10.30 -10.45
H -9.63 -10.91 -9.12
H -10.59 -12.36 -7.50
H -11.04 -10.70 -6.99
H -13.31 -11.10 -6.93
H -13.37 -12.26 -4.79
H -11.77 -11.64 -4.97
H -11.97 -13.32 -5.16
H -12.57 -13.86 -7.49
H -13.38 -12.91 -8.57
C -16.57 -12.76 -5.82
O -16.81 -13.54 -4.69
C -16.10 -13.16 -3.54
C -16.50 -14.09 -2.38
C -17.80 -13.63 -1.70
N -15.38 -13.99 -1.39
H -17.21 -13.15 -6.61
H -15.55 -12.89 -6.21
H -16.72 -11.68 -5.68
H -15.03 -13.22 -3.77
H -16.32 -12.17 -3.13
H -16.55 -15.11 -2.74
H -18.62 -13.87 -2.39
H -17.85 -12.55 -1.52
H -18.03 -14.17 -0.79
H -15.39 -14.81 -0.79
H -15.69 -13.28 -0.73
C -15.34 -4.61 -8.31
O -14.31 -5.50 -7.94
C -13.96 -5.48 -6.58
C -12.59 -6.11 -6.40
C -12.50 -7.57 -6.73
N -12.05 -5.85 -5.06
H -15.42 -4.76 -9.39
H -15.07 -3.56 -8.17
H -16.30 -4.83 -7.85
H -13.97 -4.46 -6.17
H -14.75 -5.98 -5.99
H -12.01 -5.55 -7.15
H -13.32 -8.13 -6.25
H -11.64 -8.13 -6.33
H -12.55 -7.85 -7.79
H -11.11 -6.23 -5.05
H -12.50 -6.45 -4.37
C -11.88 -12.27 -12.51
O -11.56 -13.36 -13.37
C -12.08 -13.04 -14.68
C -13.59 -13.19 -14.77
C -14.13 -14.51 -14.22
N -14.02 -13.10 -16.19
H -12.93 -11.98 -12.51
H -11.34 -11.36 -12.81
H -11.69 -12.42 -11.45
H -11.79 -12.01 -14.90
H -11.47 -13.70 -15.30
H -14.15 -12.36 -14.33
H -13.64 -14.95 -13.34
H -13.96 -15.33 -14.93
H -15.20 -14.47 -14.02
H -14.92 -13.56 -16.29
H -13.42 -13.61 -16.85
O -18.14 -12.27 -10.03
C -17.69 -13.63 -10.14
C -16.19 -13.64 -9.82
O -15.39 -13.58 -11.00
H -18.82 -12.22 -9.35
H -18.26 -14.23 -9.43
H -17.88 -14.05 -11.13
H -15.84 -14.55 -9.32
H -15.94 -12.79 -9.18
H -15.77 -12.88 -11.54
O -12.89 -12.48 -1.55
C -13.18 -11.15 -1.90
C -12.36 -10.08 -1.15
O -11.14 -9.76 -1.82
H -13.70 -13.01 -1.72
H -12.96 -11.01 -2.97
H -14.25 -10.93 -1.78
H -12.22 -10.46 -0.14
H -12.93 -9.16 -1.15
H -10.70 -10.61 -1.95
O -9.40 -16.24 -2.57
C -10.75 -15.85 -2.35
C -11.40 -15.90 -3.72
O -11.28 -17.19 -4.35
H -8.86 -16.19 -1.78
H -11.24 -16.56 -1.68
H -10.82 -14.82 -2.02
H -10.97 -15.23 -4.47
H -12.46 -15.62 -3.73
H -11.91 -17.21 -5.07
O -9.89 -14.77 -7.57
C -10.35 -15.66 -8.60
C -11.74 -16.08 -8.18
O -12.15 -17.28 -8.84
H -9.17 -14.23 -7.93
H -10.44 -15.23 -9.60
H -9.62 -16.46 -8.56
H -12.56 -15.39 -8.39
H -11.91 -16.23 -7.11
H -12.73 -17.06 -9.57
C -8.34 -8.79 -11.89
O -9.68 -8.87 -12.31
H -7.60 -9.02 -12.67
H -8.01 -7.77 -11.66
H -8.23 -9.47 -11.05
H -9.95 -8.04 -12.71
*
```

Summary:
SMILES string ... COC[C@H](C)N.COC[C@H](C)N.COC[C@H](C)N.COC[C@H](C)N.COC[C@H](C)N.COC[C@H](C)N.COC[C@H](C)N.OCCO.OCCO.OCCO.OCCO.CO
Kohn-Sham gap ... 9.0497 eV
HOMO energy ... -8.63 eV
Max |F| ... 0.0426 Eh/bohr
Electronic energy ... -83253.9269 eV